# 1
Below is an isolated molecule of C3H8N4O, with properties calculated with the ωB97M-V functional and the def2-TZVPD basis.

Results
DFT total energy in eV: -11244.9723
SMILES: C=CN/C(=N\O)NN
Kohn-Sham gap in eV: 9.03
Charge: 0

The geometry in XYZ format:
```
16
C3H8N4O | OMol25 | the ωB97M-V functional and the def2-TZVPD basis
C -0.0065 0.1541 -0.4343
C 0.7331 -0.0803 2.0168
C 0.2709 -0.4861 3.2019
H 0.1989 1.6264 -2.4521
H 0.9995 0.3489 -2.8141
H 2.0299 0.9826 -0.4581
H -1.1505 -0.5258 1.0101
H 1.7018 0.3609 1.7380
H 0.8450 -0.5551 4.0658
H -0.7076 -0.9774 3.1279
H -2.2562 -1.4967 -1.5275
N 1.0713 1.1848 -2.3182
N 1.1523 0.7246 -0.9844
N -0.1264 -0.1822 0.9139
N -0.9684 -0.1553 -1.2884
O -1.9434 -1.0368 -0.7072
```


# 2
Below is a structure of composition C30H51CeNOP3, with properties calculated with the ωB97M-V functional and the def2-TZVPD basis.

Results
DFT total energy in eV: -76255.8986
Expectation value of S²: 0.77
Spin multiplicity: 2
Kohn-Sham gap (spin up / spin down) in eV: 5.74 / 5.85
Charge: +2

The geometry in XYZ format:
```
87
C30H51CeNOP3 | OMol25 | the ωB97M-V functional and the def2-TZVPD basis
Ce 0.4427 0.2756 -0.0102
P -0.3730 -1.4444 -2.2981
P -0.4281 3.4830 -0.5491
N 1.0502 1.2106 -2.2719
C 1.1621 -1.1115 -3.2606
H 1.9302 -1.8440 -2.9479
H 0.9148 -1.3500 -4.3022
C 1.7421 0.3081 -3.2389
H 2.8130 0.2867 -2.9753
H 1.6847 0.7644 -4.2448
C 1.6571 2.5708 -2.3456
H 1.3488 3.0157 -3.3137
H 2.7480 2.4449 -2.3855
C 1.2797 3.4885 -1.1769
H 1.4546 4.5181 -1.5221
H 1.9889 3.3500 -0.3365
C -0.2529 3.8154 1.2417
C 0.2210 2.5723 2.0203
H 1.1490 2.1270 1.5895
H -0.5845 1.8298 2.1507
H 0.5051 2.8798 3.0391
C -1.3344 4.8166 -1.3735
C -2.8401 4.6876 -1.1078
H -3.3779 5.2785 -1.8595
H -3.1083 5.0849 -0.1214
H -3.1891 3.6507 -1.1879
C -1.6626 -1.7979 -3.5810
C -2.9431 -2.3694 -2.9572
H -3.7386 -2.3546 -3.7157
H -3.2899 -1.7651 -2.1086
H -2.8178 -3.4113 -2.6303
C 0.0086 -3.0275 -1.3687
C -1.0506 -3.2821 -0.2862
H -0.5754 -3.7798 0.5698
H -1.8509 -3.9374 -0.6589
H -1.5269 -2.3636 0.0956
C -1.3375 2.0056 -1.0843
C -0.7655 6.2241 -1.0883
H 0.0885 6.2308 -0.3928
H -0.4216 6.6656 -2.0334
H -1.5536 6.8811 -0.6920
C -1.2021 -2.6141 -4.8001
H -2.0844 -2.9948 -5.3341
H -0.6433 -1.9927 -5.5145
H -0.5808 -3.4781 -4.5296
C 0.2430 -4.2525 -2.2497
H 0.6262 -5.0692 -1.6190
H -0.6814 -4.6174 -2.7190
H 0.9977 -4.0779 -3.0290
C -1.4766 4.4924 1.8817
H -2.3711 3.8566 1.8320
H -1.2564 4.6805 2.9421
H -1.7028 5.4632 1.4217
H 0.5700 4.5549 1.2767
H 0.9694 -2.8040 -0.8680
H -1.1549 4.5947 -2.4391
H -1.9027 -0.7836 -3.9448
O -1.7010 1.0232 -0.3029
H 0.0619 1.3495 -2.6293
H -1.6983 2.0246 -2.1478
C 3.3002 -0.6547 2.6036
P 1.6251 -1.2481 2.1960
C 1.7290 -3.0609 2.2269
C 0.9577 -3.8480 3.0982
C 1.0045 -5.2408 3.0118
C 1.8201 -5.8622 2.0603
C 2.5800 -5.0806 1.1817
C 2.5386 -3.6892 1.2562
C 0.5152 -0.7075 3.5480
C 1.0209 -0.1263 4.7232
C 0.1449 0.3973 5.6777
C -1.2397 0.3474 5.4783
C -1.7496 -0.2138 4.3048
C -0.8834 -0.7268 3.3325
H 3.9400 -0.8146 1.7226
H 3.7053 -1.2117 3.4600
H 3.2797 0.4197 2.8365
H 0.3233 -3.3609 3.8389
H 0.3983 -5.8401 3.6920
H 1.8605 -6.9488 2.0032
H 3.2105 -5.5611 0.4332
H 3.1316 -3.0829 0.5677
H 2.1017 -0.0729 4.8754
H 0.5506 0.8517 6.5823
H -1.9185 0.7488 6.2353
H -2.8280 -0.2510 4.1382
H -1.2982 -1.1450 2.4079
```


# 3
Below is a cluster of 2 separate species, C5H10O2 in total, with properties calculated with the ωB97M-V functional and the def2-TZVPD basis.

Results
DFT total energy in eV: -9436.3983
Kohn-Sham gap in eV: 8.27
Charge: 0

The geometry in XYZ format:
```
17
C5H10O2 | OMol25 | the ωB97M-V functional and the def2-TZVPD basis
C 2.3872 0.5054 0.1639
O 1.0158 0.5590 -0.1841
C 0.3896 -0.6379 -0.1264
C 0.0641 -0.4532 2.1272
C -0.9320 -0.7563 -0.3866
C -1.8538 0.3652 -0.7662
O -2.4033 0.1933 -2.0649
H 2.9704 0.1415 -0.6891
H 2.5437 -0.1395 1.0361
H 2.6875 1.5239 0.4086
H 1.0258 -1.5162 -0.0471
H -1.0190 -0.5837 2.3201
H 0.1825 0.6574 2.1502
H -1.3306 -1.7645 -0.4777
H -2.7188 0.3731 -0.0982
H -1.3324 1.3246 -0.6654
H -1.6764 0.2079 -2.7002
```


# 4
Below is the ion C6H2N3S2 with charge -1, with properties calculated with the ωB97M-V functional and the def2-TZVPD basis.

Results
DFT total energy in eV: -32392.6083
Expectation value of S²: 2.06
Spin multiplicity: 3
Kohn-Sham gap (spin up / spin down) in eV: 5.73 / 5.81
Charge: -1

The geometry in XYZ format:
```
13
C6H2N3S2 | OMol25 | the ωB97M-V functional and the def2-TZVPD basis
C -1.5763 -2.1442 0.0703
C -1.4206 -0.8060 0.0818
C -1.9829 0.4436 0.0751
C 0.0320 1.2542 0.0394
C 1.7172 -0.2581 -0.0692
C 2.4581 0.8670 -0.0028
N -1.6365 -3.3045 0.0617
N -1.2223 1.6147 0.1030
N 0.4307 -0.0330 -0.0858
S -3.6660 0.4310 -0.0615
S 1.4252 2.3189 0.0401
H 1.9728 -1.2487 -0.0618
H 3.4687 0.8651 -0.1903
```


# 5
Below is a structure of composition C26H41BN10O4S2Sm, with properties calculated with the ωB97M-V functional and the def2-TZVPD basis.

Results
DFT total energy in eV: -90969.0530
Expectation value of S²: 8.76
Spin multiplicity: 6
Kohn-Sham gap (spin up / spin down) in eV: 6.78 / 6.81
Charge: +1

The geometry in XYZ format:
```
85
C26H41BN10O4S2Sm | OMol25 | the ωB97M-V functional and the def2-TZVPD basis
Sm 0.5122 -0.2294 0.0559
C 0.8995 5.5484 -0.6505
N 1.1958 4.1857 -1.0841
C 2.3891 3.9882 -1.9041
C 0.4827 3.1354 -0.6824
O 0.7430 1.9777 -1.0204
C -0.7201 3.4075 0.2086
O -1.0732 2.1976 0.8286
C -2.4338 1.9934 1.0971
C -2.8687 0.8105 0.2468
O -1.9885 0.0437 -0.1508
N -4.1683 0.6313 -0.0068
C -5.1948 1.5205 0.5320
C -4.6118 -0.5420 -0.7580
H 1.4953 6.2320 -1.2479
H 1.1577 5.7027 0.3985
H -0.1492 5.8001 -0.8058
H 2.3205 4.5974 -2.8052
H 2.4663 2.9420 -2.1766
H 3.2784 4.2771 -1.3423
H -1.5286 3.7819 -0.4303
H -0.4876 4.1588 0.9643
H -3.0267 2.8896 0.9171
H -2.5344 1.7206 2.1516
H -5.1883 1.5301 1.6225
H -6.1644 1.1593 0.2032
H -5.0802 2.5409 0.1662
H -3.7536 -1.1672 -0.9784
H -5.0824 -0.2347 -1.6927
H -5.3381 -1.1066 -0.1718
C 5.2336 -2.9745 1.6095
S 5.1165 -2.1673 0.0000
C 3.4064 -2.0524 -0.3517
S 2.1608 -2.6661 0.6256
N 3.2248 -1.4659 -1.5290
N 2.0073 -1.0245 -1.8274
C 1.7685 -0.9218 -3.1324
C 0.5170 -0.4167 -3.5786
C 0.2467 -0.3148 -4.9554
C -0.9606 0.1883 -5.3746
C -1.8833 0.5941 -4.4105
C -1.5424 0.4574 -3.0760
N -0.3898 -0.0416 -2.6393
H 5.7871 -3.9026 1.4849
H 4.2317 -3.1782 1.9765
H 5.7565 -2.3139 2.2970
H 2.5122 -1.2497 -3.8487
H 0.9969 -0.6280 -5.6701
H -1.1874 0.2712 -6.4293
H -2.8438 1.0077 -4.6845
H -2.2417 0.7742 -2.3141
B 1.4927 1.7033 3.0415
N 2.6674 1.5952 2.0260
C 3.8671 2.1761 2.1310
C 4.5811 1.9403 0.9672
C 3.7168 1.1780 0.1892
N 2.5594 0.9734 0.8287
N 1.0382 0.2726 3.4386
C 1.1667 -0.3032 4.6371
C 0.6687 -1.5942 4.5692
C 0.2512 -1.7221 3.2515
N 0.4651 -0.5921 2.5684
H 1.8993 2.2659 4.0231
H 0.5727 2.2739 2.5143
H 4.1366 2.7187 3.0231
H 5.5857 2.2522 0.7343
H 3.8884 0.7639 -0.7918
H 1.6096 0.2372 5.4578
H 0.6293 -2.3312 5.3529
H -0.1583 -2.5904 2.7633
C -0.6366 -4.6171 -1.1540
N -1.6419 -4.3470 -0.1246
C -2.5295 -5.4408 0.2478
C -1.6512 -3.1594 0.4950
C -2.6493 -2.9398 1.6040
O -0.8797 -2.2576 0.1498
H -0.2832 -5.6413 -1.0466
H 0.2016 -3.9390 -1.0298
H -1.0588 -4.4864 -2.1526
H -2.5786 -6.1428 -0.5802
H -3.5385 -5.0883 0.4451
H -2.1643 -5.9743 1.1283
H -2.5454 -3.6990 2.3802
H -3.6693 -2.9934 1.2199
H -2.4777 -1.9588 2.0361
```


# 6
Below is an isolated molecule of C17H15FN4O3S, with properties calculated with the ωB97M-V functional and the def2-TZVPD basis.

Results
DFT total energy in eV: -43527.3497
SMILES: CCOC(=O)CC(=O)CSc1ccc2nnc(-c3cccc(F)c3)n2n1
Kohn-Sham gap in eV: 8.21
Charge: 0

The geometry in XYZ format:
```
41
C17H15FN4O3S | OMol25 | the ωB97M-V functional and the def2-TZVPD basis
C -1.1099 -2.8224 2.2177
C -0.2759 -3.0539 0.9678
H 0.4809 -3.8234 1.1478
H -0.9076 -3.3439 0.1249
O 0.3918 -1.8586 0.5428
C 1.6390 -1.6711 0.9660
O 2.2206 -2.3753 1.7433
C 2.2372 -0.4318 0.3133
C 2.1886 -0.5501 -1.1960
O 2.0197 -1.5875 -1.7735
C 2.3979 0.7566 -1.9481
H 2.1766 1.6367 -1.3493
H 3.4241 0.8058 -2.3154
S 1.3535 0.7380 -3.4418
C -0.1629 0.3258 -2.6762
N -0.2596 0.5869 -1.4024
N -1.3820 0.2056 -0.8063
C -1.7679 0.3148 0.4965
N -2.9257 -0.3055 0.6406
N -3.3188 -0.8044 -0.5167
C -2.4047 -0.5071 -1.4183
C -2.3020 -0.7500 -2.8028
C -1.1845 -0.3072 -3.4401
H -1.0240 -0.4540 -4.4950
H -3.0959 -1.2780 -3.3039
C -1.0580 1.0149 1.5434
C -0.0682 1.9467 1.2346
C 0.5929 2.5804 2.2685
C 0.3032 2.3304 3.5970
C -0.7020 1.4221 3.8905
C -1.3799 0.7700 2.8788
H -2.1685 0.0701 3.1008
H -0.9539 1.2231 4.9205
H 0.8483 2.8446 4.3720
F 1.5641 3.4681 1.9591
H 0.1641 2.1955 0.2110
H 1.6783 0.4470 0.6370
H 3.2765 -0.3302 0.6334
H -1.9068 -2.1108 2.0173
H -1.5511 -3.7646 2.5294
H -0.4816 -2.4441 3.0207
```


# 7
Below is a cluster of 2 separate species, C4H10NO3 in total, with properties calculated with the ωB97M-V functional and the def2-TZVPD basis.

Results
DFT total energy in eV: -11941.2959
Kohn-Sham gap in eV: 7.37
Charge: -1

The geometry in XYZ format:
```
18
C4H10NO3 | OMol25 | the ωB97M-V functional and the def2-TZVPD basis
C -0.3157 0.8895 0.5528
C -1.2138 1.8424 -0.4476
C -0.3439 1.8224 -1.6945
O -0.5692 2.5454 -2.6955
N -0.2711 -0.3669 -0.1461
C 1.2060 -0.9481 -0.2023
O 1.8072 -0.8620 0.9983
H -0.9797 0.8116 1.5493
H 0.7451 1.2284 0.9483
H -1.5290 2.8131 -0.2282
H -2.1475 1.2374 -0.5396
H 0.4503 1.0443 -1.7065
H -0.9084 -1.0768 0.2351
H 1.1592 -1.8611 -0.7171
H 1.7181 -0.3129 -0.9330
H -0.2162 -2.6791 2.1561
H 1.0883 -2.7490 1.3358
O 0.3204 -3.3785 1.5349
```